{
  "formula": "C2HFN2O2",
  "method": "wB97M-V/def2-TZVPD",
  "species": ["C", "C", "N", "N", "O", "O", "F", "H"],
  "coordinates": [[-0.928298, 0.642176, -0.517590], [-0.192954, 0.183961, 0.530288], [-1.559707, 1.092599, -1.358682], [1.142964, -0.192308, 0.329504], [1.771648, 0.798930, -0.013564], [1.507741, -1.274744, 0.497262], [-1.205018, -1.718357, -1.016815], [-0.536377, 0.467743, 1.549597]],
  "atomic_forces_ev_per_a": [[0.2, -0.5, -0.1], [-2.3, -0.1, 0.7], [-0.9, 0.9, -1.2], [0.6, 2.0, -0.9], [0.1, 0.1, 0.1], [1.1, -2.9, 0.6], [0.7, 1.3, 1.3], [0.5, -0.8, -0.6]],
  "de_lowest_kj_mol": 889.0,
  "energy_ev": -11873.4250,
  "gap_ev": [6.212, 6.243]
}

***

{
  "formula": "C2H6",
  "method": "wB97M-V/def2-TZVPD",
  "species": ["C", "C", "H", "H", "H", "H", "H", "H"],
  "coordinates": [[-0.700449, 0.177155, 0.249493], [0.752165, -0.222224, -0.321035], [-0.724298, -0.150687, 1.633912], [-1.574665, -0.330844, -0.070848], [-1.037476, 1.100320, 0.275258], [1.504982, 0.404527, 0.017785], [0.787221, -1.154293, -0.272411], [0.733938, 0.401387, -1.154443]],
  "atomic_forces_ev_per_a": [[2.9, -5.2, 5.5], [-4.8, 8.9, 0.8], [0.0, 1.0, -4.1], [-0.2, -1.4, -0.9], [-0.5, 5.0, -0.1], [1.7, 0.2, 2.6], [1.2, -7.9, -0.5], [-0.3, -0.7, -3.4]],
  "de_lowest_kj_mol": 281.4,
  "energy_ev": -2168.3329,
  "gap_ev": 11.641
}

***

{
  "formula": "C6H9ClS",
  "method": "wB97M-V/def2-TZVPD",
  "species": ["C", "C", "C", "S", "C", "C", "C", "Cl", "H", "H", "H", "H", "H", "H", "H", "H", "H"],
  "coordinates": [[0.397453, -1.465676, -0.935488], [0.955332, -0.243282, -0.882674], [2.352301, -0.035630, -1.215366], [0.052648, 1.240766, -0.511209], [-1.240154, 0.739318, 0.512703], [-2.476656, 0.733745, 0.105858], [-0.842967, 0.281551, 1.913958], [0.130165, 1.523606, 2.709595], [-0.660758, -1.649478, -0.665072], [1.003364, -2.319905, -1.370615], [2.941519, -0.943453, -1.330511], [2.492697, 0.626035, -2.082037], [2.881673, 0.527361, -0.464007], [-2.667851, 0.835188, -0.986952], [-3.271168, 0.700421, 0.867098], [-0.294111, -0.621393, 1.842356], [-1.753487, 0.070826, 2.492364]],
  "atomic_forces_ev_per_a": [[0.2, -0.3, -0.4], [-1.6, -1.5, 0.3], [1.8, 1.0, -0.7], [0.9, 0.4, -1.0], [1.4, -1.1, 1.6], [-1.7, 0.4, -1.0], [-1.5, 1.0, -0.6], [0.1, 0.0, 0.5], [0.8, 0.1, -0.3], [-0.8, 1.1, 0.9], [-0.3, -0.2, -0.3], [-0.2, -0.4, -0.2], [0.0, 0.2, 0.7], [-0.3, 0.2, 1.1], [0.1, -0.4, -0.7], [0.8, -0.8, 0.0], [0.3, 0.2, 0.0]],
  "de_lowest_kj_mol": 97.3,
  "energy_ev": -29724.1290,
  "gap_ev": 9.334
}

***

{
  "formula": "C27H24FGeN4O8STc",
  "method": "wB97M-V/def2-TZVPD",
  "species": ["Tc", "O", "C", "O", "C", "C", "C", "C", "C", "N", "C", "O", "O", "H", "H", "H", "H", "H", "Ge", "C", "C", "C", "C", "C", "C", "C", "C", "C", "C", "C", "C", "H", "H", "H", "H", "H", "H", "H", "H", "H", "H", "H", "O", "S", "O", "N", "C", "O", "C", "C", "C", "C", "C", "C", "H", "H", "H", "H", "N", "C", "N", "O", "H", "H", "H", "H", "F"],
  "coordinates": [[-0.244384, 1.830266, 1.668769], [1.564428, 4.315320, 4.481503], [0.929118, 3.473976, 3.752265], [0.972553, 3.427016, 2.509043], [0.066616, 2.509855, 4.505822], [-0.255280, 2.537463, 5.846164], [-1.211309, 1.630623, 6.297209], [-1.819182, 0.749633, 5.400329], [-1.432072, 0.785604, 4.080182], [-0.489467, 1.638019, 3.672892], [-1.950434, -0.030513, 2.920006], [-2.829287, -0.945811, 3.053621], [-1.487394, 0.170775, 1.775781], [2.076654, 4.966720, 3.961041], [0.210231, 3.255483, 6.510894], [-1.505027, 1.628495, 7.341008], [-2.592560, 0.078548, 5.753475], [-3.205925, -1.043160, 3.944168], [0.005050, -1.656847, -0.827959], [-1.730071, -2.339389, -1.204724], [-2.337752, -2.954310, -0.103879], [-3.638617, -3.430768, -0.205745], [-4.332162, -3.298535, -1.402332], [-3.729224, -2.688870, -2.495557], [-2.423436, -2.225241, -2.412497], [1.569543, -2.778910, -1.035051], [2.053434, -3.331307, -2.246299], [3.205805, -4.101038, -2.252638], [3.843578, -4.403440, -1.059194], [3.347543, -3.902632, 0.157770], [2.214637, -3.105051, 0.167255], [0.038540, -1.382392, 0.684293], [-1.794195, -3.082218, 0.829389], [-4.108448, -3.912749, 0.643927], [-5.332371, -3.701502, -1.493425], [-4.272770, -2.590077, -3.425953], [-1.952711, -1.803575, -3.286798], [1.516298, -3.174921, -3.168418], [3.582321, -4.497389, -3.187350], [4.700080, -5.063149, -1.053872], [3.848589, -4.150796, 1.086486], [1.827583, -2.740256, 1.115691], [0.279888, -1.171837, -3.811833], [0.847269, 0.022345, -3.269535], [2.265192, 0.170053, -3.215631], [0.250579, 0.165498, -1.634010], [-0.150030, 1.424117, -1.458267], [-0.269189, 2.078015, -0.362480], [-0.397045, 2.151131, -2.714653], [-1.085395, 3.341646, -2.855303], [-1.347976, 3.790023, -4.145596], [-0.915260, 3.070137, -5.256090], [-0.189819, 1.884872, -5.116364], [0.048842, 1.462156, -3.830368], [-1.431259, 3.888095, -1.987587], [-1.910742, 4.703439, -4.287961], [-1.145898, 3.429251, -6.250988], [0.170082, 1.338461, -5.980818], [2.748987, 2.439766, 0.038166], [2.610654, 1.268056, 0.658089], [3.558829, 0.363726, 0.541527], [1.571701, 0.953609, 1.378500], [3.564852, 2.645729, -0.517937], [2.048847, 3.153644, 0.107887], [4.363426, 0.507323, -0.050313], [3.421807, -0.554513, 0.938791], [-1.806874, 2.812331, 1.785499]],
  "atomic_forces_ev_per_a": [[0.5, 0.0, -2.1], [0.1, 0.1, -0.2], [0.0, 0.0, 0.3], [-0.5, -0.4, -0.1], [0.1, 0.2, -0.3], [0.0, 0.0, 0.2], [0.0, 0.0, 0.0], [-0.1, 0.0, 0.3], [0.0, -0.3, -0.3], [-0.2, -0.3, 0.3], [0.1, 0.0, 0.1], [-0.3, -0.1, 0.0], [0.5, 0.7, 0.4], [0.0, 0.0, 0.1], [0.0, 0.0, 0.0], [0.0, 0.0, -0.1], [0.0, 0.0, 0.0], [0.0, -0.1, 0.0], [0.5, -0.9, 0.5], [-0.5, 0.3, -0.2], [-0.2, 0.1, -0.1], [0.1, -0.1, 0.0], [0.1, 0.0, 0.0], [0.0, -0.1, 0.0], [-0.1, -0.1, 0.3], [0.3, -0.1, -0.7], [-0.3, 0.5, 0.7], [-0.2, -0.2, 0.1], [-0.2, 0.2, 0.7], [0.3, -0.4, -0.5], [0.1, 0.3, -0.3], [0.0, 0.4, 0.0], [-0.1, 0.1, 0.0], [0.0, 0.0, -0.1], [0.0, 0.1, 0.0], [0.0, -0.1, 0.0], [0.0, 0.1, 0.0], [0.0, 0.2, -0.1], [0.0, 0.0, 0.0], [0.1, 0.1, 0.0], [-0.1, -0.1, -0.1], [0.0, 0.0, 0.0], [-0.1, 0.2, 0.3], [0.3, -0.8, -0.5], [-0.2, 0.2, 0.2], [0.2, 0.6, 0.0], [0.4, -0.3, -0.6], [-0.5, -0.4, 1.5], [0.0, 0.2, 0.2], [0.0, 0.2, 0.0], [0.0, 0.0, 0.0], [0.0, 0.0, 0.0], [0.2, 0.1, -0.1], [-0.2, 0.0, 0.1], [0.0, 0.0, 0.0], [0.0, 0.0, 0.0], [0.0, 0.0, 0.0], [-0.1, 0.0, 0.1], [-0.2, -0.1, 0.2], [-0.1, -0.3, -0.1], [0.1, -0.2, 0.1], [-0.2, 0.5, 0.1], [0.0, 0.0, 0.0], [-0.1, 0.1, 0.0], [0.0, 0.0, 0.0], [0.0, 0.0, -0.1], [0.2, 0.1, 0.1]],
  "multiplicity": 4,
  "charge": 3,
  "s_squared": 3.765,
  "de_lowest_kj_mol": 14.6,
  "energy_ev": -122972.2585,
  "gap_ev": [4.889, 4.083]
}

***

{
  "formula": "C7H6N4",
  "method": "wB97M-V/def2-TZVPD",
  "species": ["C", "C", "C", "C", "C", "N", "N", "N", "N", "C", "C", "H", "H", "H", "H", "H", "H"],
  "coordinates": [[3.210612, 0.035517, -0.018302], [2.436944, 1.217227, -0.035626], [1.106409, 1.208605, -0.057359], [0.401803, -0.036141, -0.012645], [-1.031397, -0.074312, -0.113834], [-1.788060, -0.038663, -1.166810], [-3.137287, -0.005175, -0.633783], [-3.101261, 0.049367, 0.642583], [-1.818851, -0.005414, 1.033646], [1.078771, -1.166596, -0.047272], [2.583548, -1.193536, 0.068938], [4.446934, -0.209036, 0.138333], [3.040508, 2.179191, 0.074230], [0.535696, 2.212859, -0.124364], [-1.218898, 0.148023, 2.118336], [0.456946, -2.192599, -0.132435], [2.936890, -2.083824, 0.093039]],
  "atomic_forces_ev_per_a": [[3.0, -3.3, 1.5], [4.0, 1.6, 0.4], [-2.8, 1.4, 0.1], [0.2, 2.5, -1.0], [-2.2, 0.9, 1.1], [-1.7, -0.4, 1.0], [2.1, 0.2, 0.3], [-0.2, -0.1, 0.1], [3.9, 0.4, 2.1], [2.6, -4.9, 0.5], [-6.5, 6.4, -1.4], [-3.5, 2.0, -0.7], [-1.2, -1.2, -0.5], [0.9, -1.9, 0.3], [-3.4, -0.7, -4.3], [1.7, 2.4, 0.3], [3.1, -5.4, 0.2]],
  "de_lowest_kj_mol": 345.8,
  "energy_ev": -13312.5097,
  "gap_ev": 10.248
}

***

{
  "formula": "C6H12O",
  "method": "wB97M-V/def2-TZVPD",
  "species": ["C", "C", "O", "C", "C", "C", "C", "H", "H", "H", "H", "H", "H", "H", "H", "H", "H", "H", "H"],
  "coordinates": [[2.647313, -1.206059, 0.256136], [0.962013, 1.521763, -0.330421], [0.265932, 1.211047, 0.706702], [-0.358177, 0.055459, 0.906754], [-1.736873, -0.062832, 1.393068], [-1.333025, -0.561406, -0.012046], [-1.871289, 0.195935, -1.208028], [2.936408, -2.168692, 0.686472], [3.375668, -0.445499, 0.548535], [2.629398, -1.290360, -0.834312], [1.012948, 0.837073, -1.170240], [1.539870, 2.431918, -0.249051], [1.651320, -0.940196, 0.634103], [-2.385800, 0.814344, 1.413321], [-1.956601, -0.799136, 2.165099], [-1.273067, -1.642578, -0.147806], [-1.245337, 0.050543, -2.097229], [-2.884097, -0.142110, -1.453025], [-1.917956, 1.272847, -1.011308]],
  "atomic_forces_ev_per_a": [[0.0, -0.1, 0.0], [0.7, 0.2, -1.2], [-0.6, 0.2, 1.2], [-0.4, -0.2, -0.2], [-0.1, 0.0, 0.2], [0.0, -0.2, -0.2], [0.0, 0.1, 0.0], [0.0, 0.1, -0.1], [-0.1, -0.1, 0.0], [0.0, 0.0, 0.2], [0.0, 0.1, 0.1], [-0.1, -0.1, 0.0], [0.3, -0.1, -0.1], [0.2, -0.1, 0.0], [0.0, 0.1, -0.2], [0.0, 0.2, 0.1], [-0.1, 0.0, 0.1], [0.1, 0.0, 0.0], [0.0, -0.2, 0.0]],
  "de_lowest_kj_mol": 492.0,
  "energy_ev": -8459.2552,
  "gap_ev": [7.912, 8.497]
}

***

{
  "formula": "C2H8OS2",
  "method": "wB97M-V/def2-TZVPD",
  "species": ["C", "C", "O", "H", "H", "H", "H", "H", "H", "S", "S", "H", "H"],
  "coordinates": [[-1.552241, -0.382650, 0.698141], [-1.067971, 0.338559, -0.560094], [-0.705854, -0.658442, -1.455628], [-2.473061, -0.946128, 0.376909], [-1.800113, 0.362958, 1.416219], [-0.743666, -0.839221, 1.043666], [-1.894508, 0.866283, -1.069529], [-0.254955, 1.006709, -0.539241], [-0.201637, -1.485848, -1.101210], [2.291244, 0.214798, 1.137780], [3.096162, 0.723876, -0.689518], [2.850094, 0.990642, 2.127231], [2.456506, -0.191539, -1.384727]],
  "atomic_forces_ev_per_a": [[-3.5, 3.2, -2.6], [-1.6, -1.1, -0.2], [1.7, -3.5, -1.6], [1.3, 0.1, 0.7], [-0.6, 0.5, 0.9], [3.0, -2.9, 1.7], [0.2, -0.1, 0.3], [1.0, 1.1, 1.1], [-1.5, 2.7, -0.3], [-1.0, -0.7, 1.3], [1.2, 1.4, -0.1], [0.2, -0.1, -1.3], [-0.5, -0.6, 0.0]],
  "de_lowest_kj_mol": 183.1,
  "energy_ev": -25920.0382,
  "gap_ev": 8.783
}

***

{
  "formula": "C3H4N6",
  "method": "wB97M-V/def2-TZVPD",
  "species": ["C", "C", "C", "H", "H", "H", "H", "N", "N", "N", "N", "N", "N"],
  "coordinates": [[-0.363756, -0.178229, -0.322878], [0.704451, -1.067926, -0.891837], [0.806357, 1.693927, -0.284732], [-3.064692, -1.367156, 1.213022], [-1.946007, 0.182748, 2.066910], [0.364239, -2.066554, -1.428180], [1.017030, 2.654983, -0.514757], [-2.349039, -0.389040, 0.931029], [-1.310950, -0.856162, 0.038128], [1.985549, -0.858911, -0.929623], [2.453183, 0.023120, 0.161509], [1.991596, 1.080774, 0.311299], [-0.287961, 1.148426, -0.349890]],
  "atomic_forces_ev_per_a": [[2.6, -1.4, -0.9], [0.8, -1.1, -2.3], [3.3, -2.3, 0.7], [3.4, 4.0, -1.0], [-1.3, -2.5, -4.7], [0.4, 2.3, 1.0], [0.2, 3.2, -0.6], [-0.4, -1.2, 2.9], [-5.0, -3.3, 4.3], [-1.3, -0.2, 1.3], [1.5, -4.5, -1.9], [-2.2, 5.1, 1.2], [-2.0, 2.0, -0.1]],
  "de_lowest_kj_mol": 598.6,
  "energy_ev": -12108.5814,
  "gap_ev": 8.285
}